The following is a DFT calculation (wB97M-V/def2-TZVPD) of a molecular structure, C17H46AsF6O16S6 in a non-equilibrium geometry.

Positions of all 92 atoms, in Å:
As1 15.73702 14.09350 -6.56498
F1 16.53575 15.47942 -7.39918
F2 16.86146 13.00479 -7.32148
F3 14.83530 12.73903 -5.69162
F4 14.71186 15.37414 -5.87710
F5 14.49235 14.01101 -7.86317
F6 16.92832 14.32217 -5.21632
O1 10.58292 15.22522 -8.05130
S1 10.10480 13.80600 -7.93685
O2 9.01107 13.41519 -7.07352
O3 9.72152 13.13753 -9.42512
C1 8.42440 13.30406 -9.98577
C2 7.98631 12.02205 -10.84234
C3 11.58752 12.56758 -7.56747
H1 8.49244 14.26136 -10.50254
H2 7.64840 13.47816 -9.24038
H3 7.00907 12.08963 -11.32041
H4 8.18998 11.15418 -10.21512
H5 8.58356 11.68073 -11.68785
H6 11.89111 12.42472 -6.53040
H7 12.40832 12.83050 -8.23475
H8 11.46415 11.61302 -8.07905
O4 17.08843 8.19144 -4.77169
S2 16.87337 9.40532 -3.97062
O5 15.50134 9.67606 -3.49357
O6 17.86252 9.52298 -2.64565
C4 18.18145 8.31561 -2.08314
C5 19.61159 7.80912 -2.47862
C6 17.29817 10.84274 -5.07202
H9 17.40422 7.55854 -2.18729
H10 18.15896 8.53467 -1.01561
H11 19.88543 7.87028 -3.53188
H12 19.72046 6.77076 -2.16549
H13 20.45877 8.17648 -1.89945
H14 16.61441 10.90444 -5.91864
H15 18.28155 10.61838 -5.48520
H16 17.16240 11.68873 -4.39824
O7 16.82884 14.38487 -12.94095
S3 16.81782 13.45379 -11.79241
O8 16.08684 12.20037 -11.78355
O9 18.40256 13.15926 -11.29523
C7 18.68935 12.00154 -10.50232
C8 20.15385 12.03715 -9.97126
C9 16.23301 14.45338 -10.27688
H17 18.56087 11.06767 -11.04957
H18 18.01070 12.08728 -9.65368
H19 20.89996 11.72173 -10.70059
H20 20.41210 11.30607 -9.20515
H21 20.47018 12.99809 -9.56550
H22 16.07948 13.62765 -9.58211
H23 15.22950 14.79714 -10.52767
H24 16.91346 15.24927 -9.97416
O10 10.33337 10.21636 -1.93223
S4 10.88751 10.73370 -3.15598
O11 10.11126 11.01404 -4.35154
O12 11.77238 12.08228 -2.67207
C10 12.33350 12.84638 -3.60542
C11 13.27609 13.82211 -2.90278
C12 12.28571 9.58721 -3.55741
H25 11.61653 13.31109 -4.28225
H26 12.86760 12.17441 -4.27720
H27 12.74029 14.70527 -2.55484
H28 13.99362 14.11462 -3.66938
H29 13.77965 13.38537 -2.04036
H30 13.16575 10.12528 -3.90971
H31 11.92879 8.66623 -4.01839
H32 12.48228 9.21898 -2.55050
O13 13.06806 21.76538 -7.95376
S5 13.15888 20.34181 -7.84689
O14 14.22796 19.66303 -8.59862
O15 13.07220 19.89583 -6.24762
C13 13.90566 18.79645 -5.84675
C14 13.49460 18.61682 -4.36748
C15 11.42248 19.57346 -8.10932
H33 14.93775 19.14571 -5.87696
H34 13.80086 17.97692 -6.55772
H35 12.41301 18.54424 -4.25349
H36 13.83789 19.41899 -3.71420
H37 14.00596 17.72087 -4.01550
H38 11.55662 18.49229 -8.07504
H39 11.34169 19.86681 -9.15599
H40 10.72167 20.21884 -7.57973
C16 19.74201 16.55814 -8.04330
S6 21.22284 16.53271 -9.20412
O16 21.68207 17.95740 -9.16591
C17 22.58605 15.71729 -8.23661
H41 19.44546 15.54334 -7.77808
H42 18.82124 16.90313 -8.51369
H43 19.84039 17.07072 -7.08638
H44 23.53776 16.24212 -8.31973
H45 22.67318 14.74549 -8.72252
H46 22.19953 15.62449 -7.22167

## Properties
HOMO level (spin up / spin down) ... -10.019 / -10.019 eV
2S+1 ... 2
LUMO (spin up / spin down) ... -2.42 / -6.61 eV